# 1
A 11-piece molecular cluster, C45H116N14O11 overall in a non-equilibrium geometry, computed with wB97M-V/def2-TZVPD.

The maximum force comes out at 2.6 eV/A. The molar mass is 1029.51 g/mol. The value obtained for the HOMO energy is -7.800 eV. The calculation puts the LUMO energy at 0.0115 Ha. The value obtained for the HOMO-LUMO gap is 0.298 Ha. As for the SMILES: CC1(C)CCCC(C)(C)N1O.CC1(C)CCCC(C)(C)N1O.COC[C@H](C)N.COC[C@H](C)N.COC[C@H](C)N.COC[C@H](C)N.COC[C@H](C)N.COC[C@H](C)N.NC(N)=O.NC(N)=O.NC(N)=O. Its net charge is 0. The total energy comes out at -91926.470 eV.

Last column: Mulliken charge in e.
Positions of all 186 atoms, in Å:
H (3.4448, 0.2398, 0.6669)  0.386
H (-6.6535, 2.7336, -0.8677)  0.350
H (-1.7850, -5.1151, 2.0291)  -0.010
C (-6.2332, 4.6758, 2.6346)  -0.967
H (-4.0320, -3.9314, 3.2526)  0.126
H (-2.9202, -7.6340, 1.1974)  0.198
H (0.6400, 6.1767, -1.2598)  0.093
H (-3.6647, 5.7246, 2.4174)  0.299
O (-4.3837, -2.9254, -2.7701)  -0.272
O (5.1842, -5.5421, -2.2701)  -0.226
H (-5.1624, -1.1759, -2.2797)  0.239
C (-2.6000, -5.6653, 1.5254)  0.569
H (2.4613, 0.2769, -1.6217)  0.520
H (6.7955, 7.9323, 0.6143)  0.397
H (3.3680, 7.6903, 2.3034)  0.351
H (2.7452, 1.7808, 1.2409)  0.219
H (-6.5087, 5.2686, 1.7521)  0.329
N (2.9431, -4.1104, -3.3588)  -0.194
N (-0.6211, 2.1630, -4.1019)  -0.309
C (1.5365, 1.7700, 5.0086)  -0.407
H (0.1147, -2.3578, -2.1311)  0.247
C (-4.6038, 1.4187, -0.3411)  -0.005
H (-6.2732, 0.1922, -0.7750)  0.094
H (-5.0940, -2.3691, -0.9174)  0.201
H (-5.5654, 1.0151, 2.0731)  0.173
C (-4.6331, -4.3163, -2.9050)  -0.533
H (-0.8840, -0.2995, 6.8663)  0.300
C (0.2235, -0.1598, 4.6622)  0.107
H (2.0658, 2.4095, 5.7295)  0.385
H (-7.1059, 0.1526, 1.6773)  0.275
N (-2.2513, -4.6608, -3.5870)  -0.631
H (-1.1876, -3.3312, 4.9038)  0.464
H (3.2348, -0.2033, -4.1603)  0.197
H (-1.3759, -3.3603, -0.0680)  0.139
H (-1.8887, 1.5218, 0.7215)  -1.216
C (-0.5133, -2.8728, 0.3769)  -1.708
H (5.6691, -6.1060, -4.1971)  0.259
H (1.0844, 4.6293, 0.7006)  -0.038
C (-6.0814, 0.3607, 1.3581)  -0.741
C (5.7246, -5.5631, -0.9331)  -1.113
H (5.7191, 5.2873, -0.0873)  0.331
C (1.4210, 0.5003, 0.1528)  1.962
H (2.3605, 1.9996, -1.0845)  -0.204
H (5.4724, 8.2780, 1.7699)  0.440
H (-6.2856, 5.3919, 3.4563)  0.400
H (0.8819, 2.4972, 4.5170)  0.001
C (0.2813, 1.3634, 0.7140)  0.767
C (-3.6602, -4.8397, -3.9330)  0.571
C (-5.3171, -2.2139, -1.9723)  -0.798
C (3.5267, -5.5009, 0.2568)  -1.202
H (0.1801, 1.2107, 1.7961)  -0.344
H (-6.3434, -2.3683, -2.3251)  0.421
C (-0.8077, -7.5990, 1.4889)  -1.449
H (6.3255, -7.1095, -2.9383)  0.329
O (3.0453, 7.8946, 1.4170)  -0.519
N (-0.1828, 3.9547, -2.7993)  -0.105
H (-1.2614, -0.7060, 1.5155)  -1.221
H (-1.4301, -1.6068, -1.9553)  0.115
C (-3.8411, 4.7429, 2.8723)  -1.285
H (-0.6871, -8.6107, 1.0910)  0.398
H (4.8733, 0.4967, -4.2547)  0.167
H (1.1767, 7.6811, -0.5718)  0.413
O (2.2883, 2.2458, -4.2778)  -0.654
H (-0.5768, 4.1310, 2.9865)  0.095
H (0.3848, 2.2355, -4.1859)  0.285
H (-2.4287, 3.8819, 1.4845)  0.139
H (-0.6574, 0.3889, 4.2989)  0.034
C (6.1103, -6.0694, -3.2000)  -0.889
H (-3.1148, 2.4817, 4.1442)  0.633
H (0.0207, -2.7266, 3.7023)  0.290
H (1.9272, 6.9401, -1.9672)  0.333
H (-0.7861, -7.8030, 2.5673)  0.398
H (4.9686, 2.1867, -5.9851)  0.167
H (3.6811, -6.5159, 0.6391)  0.449
H (5.4116, -4.7802, 1.0102)  0.436
C (-4.2167, -1.1217, 2.1025)  0.342
H (-3.8542, 0.6567, -0.1311)  -0.737
H (-6.7475, 2.8159, 0.6817)  0.169
H (5.4651, 8.8228, -1.4711)  0.390
C (-2.5731, 3.9169, 2.5662)  0.823
H (2.3937, 4.8054, 1.7372)  0.565
H (0.0637, -0.5845, -2.1134)  -0.154
H (4.1215, 9.2539, -0.3429)  0.363
N (4.6815, -3.4205, -0.3891)  -0.539
H (-4.2055, -6.8460, -3.2398)  0.327
H (3.8088, 8.2143, -1.6941)  0.343
H (0.9735, 1.2717, -1.9075)  -0.301
O (-3.6762, -5.8243, 2.4240)  -0.510
H (0.1363, -7.0919, 1.2813)  0.184
H (4.7888, -1.5434, -3.3561)  0.058
H (3.5226, 4.0543, -0.3698)  0.055
H (-3.5671, -0.2584, 2.2639)  -0.205
H (3.8953, 3.4444, -5.7655)  0.250
C (2.5788, 0.7087, 1.1477)  -1.919
C (-4.4900, -4.6896, 2.6093)  -0.395
H (6.6441, -4.9829, -1.0555)  0.484
H (0.4364, -3.3988, 0.2537)  0.355
C (-1.3401, -0.5367, 0.4347)  0.469
C (-2.0716, -6.9604, 0.9944)  0.508
C (-1.1107, 0.9584, 0.2113)  0.616
C (-0.7845, -2.4630, 4.3947)  -0.858
H (-1.0318, -1.8988, 7.1751)  0.257
H (-1.8835, -5.3687, -2.9587)  0.238
N (4.5253, -2.4953, -3.2483)  -0.080
C (2.5355, 6.0364, -0.0162)  2.047
N (-6.8989, 2.1504, -0.0690)  -0.830
H (-3.8554, -4.4369, -4.9289)  0.231
N (-1.4429, 4.6042, 3.2101)  -0.644
H (-5.6491, -4.4477, -3.2950)  0.393
H (2.9990, -5.5323, -0.7010)  0.248
H (-4.8426, -6.4512, -4.7988)  0.433
C (4.8541, -4.8050, 0.0698)  0.289
C (3.2195, 4.9707, -0.8874)  0.269
H (-3.1055, -6.9074, -4.5745)  0.424
H (2.3888, 0.1795, 2.0762)  0.138
H (4.1212, 6.1419, -2.5216)  0.345
H (-4.5279, -4.8033, -1.9295)  0.101
H (4.2927, -2.8582, 0.3539)  0.220
N (3.5700, 6.8788, 0.6055)  0.498
H (2.8224, -5.0201, 0.9381)  0.347
H (0.4487, 2.4131, 0.4690)  -0.472
C (-1.0766, 2.9426, -3.0793)  0.400
O (0.8193, 0.7300, 5.5842)  -0.491
H (-1.5366, -1.8847, 3.8453)  -0.199
N (1.0519, -0.9299, 0.1907)  -0.206
H (-5.3708, -5.0586, 3.1352)  0.315
N (-1.1583, -1.1931, 6.4624)  -0.789
H (0.7490, 3.9402, -3.1733)  0.134
O (-5.3044, -0.8208, 1.2573)  -0.213
H (2.2844, -1.5720, -1.1653)  0.220
H (-2.1933, -7.8826, -0.7850)  0.281
O (-4.9688, 4.1053, 2.3379)  -0.128
H (1.9707, -4.3523, -3.2840)  0.182
H (5.8523, -6.5917, -0.5883)  0.423
C (-6.0386, 0.9726, -0.0531)  0.646
H (-1.2331, 1.1114, -0.8662)  0.373
H (-2.2316, -3.7861, -3.0603)  0.237
N (4.2298, 2.5606, -5.4180)  -0.473
C (1.7312, 5.4125, 1.1101)  -1.951
C (-3.9493, -6.3444, -4.1831)  -1.596
H (4.1130, -3.4159, -1.2186)  0.127
H (-4.6131, -1.6410, 2.9860)  0.492
N (-1.9474, -6.9322, -0.5198)  -0.632
C (-2.7270, 2.5177, 3.1257)  0.568
C (1.8162, 1.0726, -1.2535)  -0.497
C (4.5699, 8.4725, -0.9565)  -1.670
H (0.9511, -0.4672, 3.9020)  0.056
H (-3.4918, 1.9821, 2.5422)  -0.745
C (4.4054, 5.4669, -1.7022)  -1.322
H (5.1737, -3.2527, -3.1238)  0.113
H (0.6616, -1.9001, 5.8450)  0.326
C (5.8623, 7.5628, 1.0414)  -1.968
H (2.5502, 4.6061, -1.6734)  -0.479
H (-4.8066, -4.2619, 1.6518)  0.213
H (-1.8693, 1.8791, 2.9016)  -0.621
C (-0.2950, -1.4624, -0.1588)  3.149
H (6.1264, 6.6803, 1.6272)  0.405
C (4.8374, 7.2605, -0.0718)  1.359
H (3.7180, -4.7449, -3.4324)  0.154
O (2.3564, -1.8845, -3.4914)  -0.583
C (-0.3718, -1.4845, -1.6930)  -1.409
C (-0.2055, -1.4345, 5.3457)  0.218
H (-3.9327, 4.7322, 3.9689)  0.520
C (3.2077, -2.7830, -3.4324)  0.415
H (-2.7062, -6.3608, -0.8875)  0.114
H (4.8017, 4.6827, -2.3624)  0.503
O (2.1003, -1.7869, -0.2261)  -0.013
H (2.4365, 1.4356, 4.4766)  0.267
H (-2.8795, -4.9620, 0.7283)  -0.222
H (1.1758, 6.1603, 1.6651)  0.490
H (7.0163, -5.4580, -3.2420)  0.372
H (-2.3024, -0.8409, 0.0253)  0.208
N (3.8775, 0.5888, -4.2662)  -0.229
H (-1.0046, 1.2841, -4.3910)  0.281
C (5.4759, 6.0698, -0.8078)  -1.163
H (-1.5985, 4.5400, 4.2112)  0.341
H (-3.7137, -1.9114, 1.5362)  -0.387
C (1.5359, 6.7257, -0.9649)  -1.542
H (-0.6203, -2.8272, 1.4649)  -0.279
H (-4.5177, 1.6487, -1.4096)  0.485
H (6.3536, 6.3452, -1.3898)  0.547
O (-2.1512, 2.8435, -2.4995)  -0.575
H (-0.4022, 4.5925, -2.0614)  0.051
H (-6.9221, 3.8393, 2.7176)  0.275
C (3.3598, 1.7868, -4.6949)  0.362
H (-4.3328, 2.3533, 0.1551)  0.175

Forces on the atoms, in the same order (eV/Å):
0.3 0.2 0.4
-0.2 -0.4 -0.2
-0.1 -0.1 0.1
0.2 0.4 -1.4
0.2 0.1 -0.2
0.3 -0.2 0.3
0.1 -0.5 0.8
-0.3 0.2 0.5
0.0 -0.3 -0.1
-0.4 -0.1 0.1
0.3 0.1 0.6
1.2 2.1 0.8
0.3 0.5 -0.9
-0.1 0.2 0.0
-0.1 -0.1 -0.1
0.1 0.0 0.4
-0.3 0.0 0.0
-0.5 0.9 -0.4
0.9 0.2 0.0
1.0 1.1 0.3
0.3 0.1 0.1
0.3 -0.1 -0.9
-0.7 0.2 0.0
-0.6 0.1 0.1
-0.4 0.3 0.0
-0.1 1.1 -0.5
-0.2 -0.2 0.2
-0.2 0.1 0.2
-0.7 -0.4 0.8
0.1 -0.1 0.1
-0.2 1.0 0.3
-0.1 0.0 0.0
0.3 0.2 0.4
0.1 -0.1 -0.2
0.0 0.1 -0.1
1.2 0.5 0.9
-0.2 0.3 0.1
-0.4 0.4 -0.1
1.1 -0.1 -0.4
0.0 1.0 -0.4
0.3 0.2 0.1
-0.7 0.8 0.3
0.2 0.0 -0.2
0.2 0.3 -0.2
0.3 -0.5 0.5
0.1 -0.4 -0.8
-1.5 -0.9 -0.1
0.4 -2.4 -0.5
0.6 0.6 -1.2
-0.6 -0.6 0.1
0.6 0.3 0.1
-0.1 -0.7 0.6
0.9 -0.7 1.3
0.4 0.1 0.0
-0.1 0.4 -0.3
-0.1 -0.1 0.1
-0.5 -0.1 0.1
0.1 0.3 -0.3
0.8 -0.5 -0.2
-0.2 0.1 -0.4
0.1 -0.3 -0.3
0.1 -0.1 0.1
0.7 -0.6 -1.0
0.0 0.0 0.1
0.0 -0.4 -0.5
0.1 0.0 0.0
0.0 -0.4 -0.7
-0.2 -0.4 0.1
0.6 0.1 0.2
-0.3 -0.4 -0.1
0.5 0.2 0.3
-0.4 0.4 0.0
0.0 -0.5 0.1
-0.1 -0.1 -0.2
0.1 -0.1 -0.1
-1.1 -0.7 -0.5
-0.1 0.0 0.0
0.4 -0.6 0.5
0.0 0.1 0.1
-0.2 -0.1 0.8
0.1 0.5 0.3
-0.2 0.0 -0.3
0.3 0.2 0.0
1.2 -0.6 0.5
0.1 0.1 0.1
0.2 0.0 -0.1
0.0 -0.1 -0.1
0.1 -0.7 -0.3
-0.3 0.4 -0.3
0.5 0.2 0.1
0.1 0.3 0.5
0.0 -0.2 0.3
-0.3 0.0 0.3
0.4 -0.7 -1.6
-0.2 -0.3 0.2
0.4 -0.5 0.6
-0.4 -0.5 -0.5
0.6 0.5 0.6
-1.3 -1.2 -1.7
0.3 -0.7 -1.1
0.5 1.4 -0.7
0.0 0.0 0.0
-0.3 -0.2 0.0
-0.3 -0.3 -0.7
-0.3 -0.1 -0.6
-1.0 0.4 -1.1
0.1 0.9 0.3
-0.4 0.4 -0.3
-0.2 -0.2 0.2
0.1 -0.2 0.0
0.2 -0.1 -0.2
-0.4 0.6 -0.6
0.4 -0.6 -0.9
0.0 0.3 -0.4
-0.1 0.3 0.2
-0.4 0.5 0.6
0.0 -0.3 0.0
-0.4 0.1 -0.3
0.9 -1.7 -0.3
0.4 0.3 0.1
0.3 0.0 0.2
-0.7 0.2 0.2
0.4 -0.4 1.1
-0.4 -0.7 -0.2
-0.4 -0.3 1.6
-0.1 0.1 -0.1
0.0 0.9 -0.7
0.1 0.0 0.0
-0.6 -0.7 -0.6
-0.2 -0.3 0.2
0.3 0.1 -0.4
0.0 -0.3 0.2
0.1 -0.4 -0.2
0.3 -0.1 -0.2
1.4 1.3 1.8
0.0 0.5 0.1
0.5 0.0 -0.2
0.1 0.4 -0.4
0.3 -1.3 -0.2
-0.5 0.1 1.1
-0.4 0.2 0.2
0.4 0.6 0.4
-0.4 0.1 0.7
-1.1 -1.1 -1.5
0.0 -1.1 1.5
-0.1 -0.2 -0.1
-0.3 0.4 -0.4
-0.2 0.3 0.1
0.6 0.0 -1.1
0.3 0.3 0.1
0.4 0.3 -0.6
-0.2 0.5 0.3
-0.6 0.0 0.5
0.1 0.1 0.0
0.4 0.3 0.7
1.0 0.8 -1.6
-0.2 -0.2 -0.2
0.5 0.3 1.0
-0.4 -0.5 0.4
0.3 -0.5 -0.3
-1.0 -0.6 0.1
0.1 -1.2 2.2
0.0 0.7 0.0
-0.1 0.4 0.8
0.0 0.0 0.0
0.1 -0.5 0.7
0.0 0.6 -0.5
-0.6 -0.2 -0.9
-0.2 -0.3 -0.3
-0.1 -0.1 0.1
0.1 -0.2 0.1
-0.1 -0.1 0.3
-0.8 0.1 -0.5
-0.5 0.0 0.5
-1.8 -0.4 -0.5
0.3 0.0 0.0
0.5 0.3 0.2
-0.2 1.4 -0.7
-0.4 0.0 0.0
0.1 -0.1 0.0
0.1 0.3 0.2
0.3 -0.1 -0.3
-0.1 -0.1 0.1
-0.2 0.2 0.4
-0.1 0.8 1.5
-0.2 -0.1 0.3

=====

# 2
One molecule with the formula CH4INP2 in a non-equilibrium geometry, computed with wB97M-V/def2-TZVPD.

The maximum force comes out at 4.9 eV/A. The molar mass is 218.90 g/mol. The value obtained for the HOMO energy is -8.971 eV. The calculation puts the LUMO energy at -0.0381 Ha. The value obtained for the HOMO-LUMO gap is 0.292 Ha. As for the SMILES: C/P=N/PI. Its net charge is 0. The calculation puts the energy above the lowest of the compared OMol25 structures with the same formula, charge and spin at 66.9 kJ/mol. The total energy comes out at -29269.254 eV.

Last column: Mulliken charge in e.
Positions of all 9 atoms, in Å:
H (1.8453, 2.1457, 1.0230)  0.113
H (-1.9192, -0.9728, -0.4032)  0.321
P (1.9544, 2.2387, -0.3650)  -0.012
I (3.6020, 0.2709, 0.2011)  -0.209
N (0.5360, 1.4074, -0.5294)  -0.211
H (-2.1629, 0.5670, -1.3371)  0.282
C (-1.4482, 0.0373, -0.5988)  -0.808
H (-1.3427, 0.5215, 0.2963)  0.291
P (0.2707, -0.1024, -1.0104)  0.233

Forces on the atoms, in the same order (eV/Å):
0.0 0.8 0.5
0.5 0.9 -0.3
0.8 -1.1 0.6
-0.1 0.5 -0.5
0.5 -1.4 -1.2
1.4 -0.6 1.2
-3.3 -2.6 -2.6
-0.6 1.4 2.2
0.7 2.0 0.2

=====

# 3
C5H9B as an isolated structure in a non-equilibrium geometry, computed with wB97M-V/def2-TZVPD.

The maximum force comes out at 4.3 eV/A. The molar mass is 79.94 g/mol. The value obtained for the HOMO energy is -9.074 eV. The calculation puts the LUMO energy at 0.0292 Ha. The value obtained for the HOMO-LUMO gap is 0.363 Ha. Its net charge is 0. The calculation puts the energy above the lowest of the compared OMol25 structures with the same formula, charge and spin at 335.1 kJ/mol. The total energy comes out at -6002.953 eV.

Last column: Mulliken charge in e.
Positions of all 15 atoms, in Å:
H (1.7540, -0.1197, 1.9115)  0.489
H (-1.8725, 1.5791, 0.2143)  0.258
C (-0.9968, 1.4310, 0.8624)  -0.790
H (-0.6909, -1.9052, -0.6453)  0.332
C (1.6554, -0.1960, 0.9103)  -0.605
H (-0.9507, 2.2746, 1.5564)  0.280
H (0.2833, -1.3243, -1.9921)  0.335
H (3.0432, 0.1077, -0.9588)  0.369
C (0.3393, -1.6384, -0.9633)  -1.497
B (0.1758, 0.9407, 0.0080)  -0.001
H (-1.0511, 0.5247, 1.4950)  0.277
C (2.2170, -0.0694, -0.2813)  -0.367
C (0.7978, -0.3744, -0.2994)  0.707
H (0.9928, -2.4759, -0.7481)  0.356
H (1.0031, 1.8306, -0.3184)  -0.142

Forces on the atoms, in the same order (eV/Å):
0.3 0.0 2.9
-0.1 -0.4 0.4
-0.8 -1.3 1.0
0.5 0.0 -0.2
2.0 -0.4 -3.3
0.5 0.1 -0.5
0.1 -0.6 -0.7
0.0 -0.1 0.4
-1.3 0.3 1.1
1.7 3.9 -0.9
-1.3 0.3 0.1
0.8 -0.1 1.7
-1.6 -1.3 -1.4
0.2 -0.1 -0.3
-1.0 -0.2 -0.2

=====

Number 3 is which compound? C5H9B